A molecular structure, C4H10NO2, computed with the ωB97M-V functional and the def2-TZVPD basis.

Values from the calculation:
charge = -1
E_LUMO = 4.080 eV
energy above the lowest of the compared OMol25 structures with the same formula, charge and spin = 263.77 kJ/mol
Kohn-Sham gap = 7.422 eV
F_max = 0.6 eV Å⁻¹

Cartesian coordinates (Å):
O -1.4989 2.9688 -2.2051
C -1.8393 1.9902 -1.5844
C -0.9535 1.1507 -0.6926
N -1.6768 0.2790 0.2027
H -2.8716 1.5904 -1.7005
H -0.3441 0.5362 -1.3710
H -0.2397 1.8597 -0.2306
H -0.9398 -0.7627 0.3698
H -1.8278 0.7627 1.0785
C 0.9103 -1.4834 1.1711
O -0.1928 -1.7276 0.4096
C 2.1500 -1.1074 0.3643
H 1.1795 -2.3672 1.7826
H 0.7438 -0.6716 1.8969
H 2.9521 -0.7809 1.0382
H 1.9339 -0.2839 -0.3053
H 2.5147 -1.9530 -0.2242